No. 1
{
  "formula": "C4H10O",
  "method": "ωB97M-V/def2-TZVPD",
  "elements": ["C", "C", "C", "C", "O", "H", "H", "H", "H", "H", "H", "H", "H", "H", "H"],
  "coordinates": [[0.39023, 2.16751, -0.36138], [0.61843, 1.01995, 0.26972], [-0.45322, 0.06064, 0.70672], [-0.12048, -1.41033, 0.48709], [-1.08300, -2.15573, 1.20999], [-0.61969, 2.47327, -0.63341], [1.19827, 2.83426, -0.64940], [1.64706, 0.74087, 0.50989], [-1.40091, 0.29180, 0.20604], [-0.62282, 0.18015, 1.78489], [-0.14808, -1.66103, -0.58546], [0.89938, -1.62173, 0.84886], [-0.91185, -3.09430, 1.07139], [0.18288, 0.43653, -2.47790], [0.42378, -0.26187, -2.38704]],
  "atomic_forces_ev_per_a": [[0.039, -0.135, 0.106], [-0.011, 0.185, -0.073], [-0.059, 0.016, 0.026], [0.300, 0.275, -0.211], [-0.025, -0.341, -0.004], [0.159, -0.066, 0.060], [-0.096, -0.096, 0.095], [-0.163, 0.068, -0.012], [0.128, 0.015, 0.104], [0.014, -0.012, -0.098], [-0.020, 0.058, 0.219], [-0.173, 0.039, -0.006], [-0.071, 0.133, 0.037], [0.051, -0.218, -0.057], [-0.074, 0.081, -0.186]],
  "nbo_charge": [-0.402, -0.162, -0.466, -0.049, -0.720, 0.190, 0.200, 0.193, 0.212, 0.226, 0.160, 0.153, 0.469, 0.012, -0.016],
  "smiles": "C=CCCO.[H][H]",
  "de_lowest_kj_mol": 197.1
}



No. 2
{
  "formula": "C4H10O",
  "method": "ωB97M-V/def2-TZVPD",
  "elements": ["C", "C", "H", "H", "H", "H", "C", "C", "O", "H", "H", "H", "H", "H", "H"],
  "coordinates": [[2.58052, 2.60054, 1.37741], [1.24891, 2.60071, 1.31146], [3.22599, 3.46530, 1.31668], [3.08760, 1.65114, 1.49030], [0.71423, 3.53344, 1.22161], [0.76128, 1.64672, 1.45219], [-1.50693, -2.74815, -0.49633], [-0.78173, -1.57748, -1.21810], [-1.36551, -0.34505, -0.79672], [-0.92782, -2.91348, 0.42208], [-2.53305, -2.56471, -0.22555], [-1.33338, -3.64072, -1.10243], [-1.05866, -1.66939, -2.28043], [0.30209, -1.51921, -1.11908], [-0.78304, 0.21923, -0.33228]],
  "atomic_forces_ev_per_a": [[-0.390, -0.448, -0.102], [1.284, 0.211, 0.351], [-0.220, 0.203, -0.067], [0.143, -0.016, 0.054], [-0.370, -0.127, -0.075], [-0.458, 0.161, -0.156], [2.708, 0.135, 0.256], [-1.884, 0.208, -0.370], [-1.135, -0.484, -0.600], [-0.440, -0.148, 0.135], [-0.296, 0.188, -0.387], [-0.515, -0.083, 0.084], [0.482, 0.129, 0.130], [-0.031, -0.513, 0.111], [1.121, 0.584, 0.635]],
  "nbo_charge": [-0.374, -0.397, 0.195, 0.186, 0.200, 0.189, -0.632, -0.058, -0.738, 0.198, 0.227, 0.205, 0.161, 0.169, 0.469],
  "smiles": "C=C.CCO",
  "de_lowest_kj_mol": 170.8
}



No. 3
{
  "formula": "C4H10O",
  "method": "ωB97M-V/def2-TZVPD",
  "elements": ["C", "C", "C", "C", "O", "H", "H", "H", "H", "H", "H", "H", "H", "H", "H"],
  "coordinates": [[-0.70022, -0.21669, -1.83564], [-0.35357, 0.63111, -0.61657], [0.59524, -0.05071, 0.38314], [0.25534, 0.31842, 1.82283], [0.49382, -1.45867, 0.20403], [-1.21263, -1.12918, -1.52535], [0.19406, -0.52124, -2.38666], [-1.35319, 0.33771, -2.51958], [0.09480, 1.58045, -0.93356], [-1.28010, 0.89868, -0.10022], [1.62634, 0.26587, 0.15856], [0.25135, 1.40334, 1.98048], [-0.73999, -0.07071, 2.06469], [0.97322, -0.12171, 2.52636], [1.15553, -1.86667, 0.77749]],
  "atomic_forces_ev_per_a": [[0.022, -0.051, -0.115], [-0.072, 0.111, 0.025], [0.001, 0.326, -0.049], [0.017, 0.012, 0.095], [0.240, -0.222, 0.218], [0.029, 0.102, -0.099], [-0.071, 0.062, 0.046], [0.118, -0.075, 0.133], [-0.028, -0.121, 0.079], [-0.019, -0.053, 0.017], [-0.116, -0.080, 0.009], [0.034, -0.150, -0.093], [0.124, 0.073, -0.035], [-0.085, 0.073, -0.107], [-0.195, -0.008, -0.125]],
  "nbo_charge": [-0.602, -0.411, 0.099, -0.629, -0.726, 0.219, 0.205, 0.204, 0.203, 0.194, 0.150, 0.213, 0.213, 0.201, 0.467],
  "smiles": "CC[C@@H](C)O",
  "de_lowest_kj_mol": 26.0
}



Number 1: HOMO -9.62 eV. Number 2: HOMO -10.08 eV. Number 3: HOMO -10.17 eV.